Here is a gas-phase ion, C4H8O6S4 (charge -2) from the OMol25 dataset. Energies are from the ωB97M-V functional and the def2-TZVPD basis.

Structure (XYZ):
```
22
Properties=species:S:1:pos:R:3:forces:R:3
C 0.536443 1.198713 1.497778 -0.744 -1.490 1.039
C -0.467142 1.123319 0.388406 0.429 -0.149 -1.770
S -2.081838 1.918739 0.902043 1.118 1.336 -0.762
S 0.298732 2.236338 -0.955121 -2.569 2.458 0.375
C -0.654032 -0.281717 -0.277907 -0.643 0.164 2.618
C 0.643254 -1.034148 -0.537225 -0.105 4.530 -2.043
S 1.492311 -0.582438 -2.106223 -0.172 2.171 -0.531
O 2.175443 -1.768730 -2.468605 0.902 -2.808 -0.656
O 0.649616 -0.011636 -3.161049 -0.729 -1.002 0.692
O 2.445848 0.451669 -1.698970 1.163 0.420 0.616
S -1.396854 -1.381054 1.024336 -2.642 0.600 0.982
O -0.498555 -1.328630 2.150717 0.827 -0.031 0.729
O -2.756396 -0.849473 1.388171 0.984 -0.400 -0.590
O -1.531724 -2.705966 0.493281 0.156 -1.263 -1.250
H 0.565352 2.223252 1.809182 0.776 0.462 0.101
H 0.232301 0.546886 2.323352 -0.209 0.510 0.047
H 1.428959 0.696216 1.151916 0.774 0.938 -0.010
H -2.793149 0.806785 1.100085 0.036 -0.731 0.122
H 1.379596 1.714733 -1.544542 0.372 -1.031 0.574
H -1.411142 -0.205453 -1.051659 0.354 -0.173 -0.428
H 0.392810 -1.993411 -0.650837 -0.450 -3.890 -0.104
H 1.350167 -0.773993 0.222874 0.373 -0.623 0.250
```
Positions in Å, forces in eV/Å.

The value obtained for the gap between HOMO and LUMO is 7.24 eV. Its total charge is -2. The SMILES is CC(S)(S)[C@@H](CS(=O)(=O)[O-])S(=O)(=O)[O-]. For the LUMO energy, the calculation gives 5.23 eV. For the molar mass, the calculation gives 280.370 g/mol. The calculation puts the total energy at -59904.2152 eV. The HOMO energy is -2.01 eV.